# 1
# C16H10Cl2F2NO4S2

A 2-piece molecular cluster, C16H10Cl2F2NO4S2 overall in a non-equilibrium geometry (ωB97M-V with the def2-TZVPD basis set, the OMol25 dataset).

Last column: natural (NBO) charge in e.
Geometry (Å):
Cl 6.17 4.76 0.63  0.021
C 4.58 4.31 0.12  -0.021
C 3.59 4.14 1.09  -0.233
C 2.25 4.08 0.70  -0.181
C 1.96 4.09 -0.70  -0.340
S 0.29 3.70 -1.22  2.167
C 0.40 1.96 -0.67  -0.687
Cl -1.21 1.26 -0.30  0.049
O -0.63 4.46 -0.40  -0.909
O 0.19 3.60 -2.66  -0.922
C 2.95 4.05 -1.65  -0.179
C 4.28 4.23 -1.24  -0.235
H 3.85 4.03 2.13  0.234
H 1.46 4.06 1.47  0.269
H 0.87 1.60 -1.60  0.254
H 2.69 3.85 -2.70  0.254
H 5.04 4.35 -2.00  0.230
F 2.56 -0.62 -0.05  -0.356
C 1.38 -0.14 0.49  0.447
F 1.33 -0.55 1.78  -0.328
S 1.47 1.75 0.63  0.222
N -1.27 -2.22 0.44  -0.714
C -2.23 -2.35 1.42  0.630
O -2.41 -1.68 2.43  -0.631
C -3.03 -3.52 1.01  -0.145
C -2.64 -3.89 -0.26  -0.051
C -3.12 -5.02 -0.88  -0.229
C -3.99 -5.86 -0.17  -0.225
C -4.39 -5.51 1.14  -0.233
C -3.90 -4.32 1.71  -0.187
C -1.55 -2.97 -0.68  0.615
O -1.01 -2.87 -1.77  -0.642
H 0.51 -0.51 -0.09  0.227
H -2.80 -5.25 -1.91  0.218
H -4.37 -6.78 -0.64  0.198
H -5.04 -6.20 1.69  0.200
H -4.19 -4.04 2.71  0.213

Computed properties:
Charge   -1
HOMO-LUMO gap   0.249 hartree
Energy relative to the best compared isomer or geometry (same formula, charge and spin)   0.0 kJ/mol
E_tot   -78584.821 eV

# 2
# C16H10Cl3IN5O3SZr

C16H10Cl3IN5O3SZr as an isolated structure in a non-equilibrium geometry (ωB97M-V with the def2-TZVPD basis set, the OMol25 dataset).

Last column: natural (NBO) charge in e.
Geometry (Å):
Zr -0.68 0.12 0.45  2.248
S -5.82 -0.17 -4.90  1.107
N -4.96 -1.34 -4.24  -0.581
C -4.06 -0.77 -3.45  0.152
C -3.06 -1.45 -2.67  -0.057
C -2.88 -2.85 -2.68  -0.036
C -1.87 -3.40 -1.92  -0.211
C -1.07 -2.57 -1.15  0.106
N -1.23 -1.24 -1.13  -0.604
C -2.21 -0.68 -1.89  0.169
C -2.34 0.78 -1.84  0.251
N -1.53 1.47 -0.98  -0.630
C -1.58 2.81 -0.96  0.106
C -2.44 3.53 -1.78  -0.222
C -3.31 2.85 -2.61  -0.025
C -3.28 1.44 -2.63  -0.065
C -4.16 0.64 -3.44  0.078
N -5.12 1.10 -4.23  -0.568
H -3.53 -3.46 -3.28  0.278
H -1.70 -4.47 -1.91  0.276
H -0.27 -2.98 -0.55  0.231
H -0.93 3.32 -0.26  0.227
H -2.43 4.61 -1.74  0.275
H -4.01 3.37 -3.24  0.279
N 2.52 1.73 0.78  -0.697
C 2.34 0.84 -0.16  0.729
O 1.21 0.24 -0.30  -0.771
C 3.45 0.51 -1.09  -0.670
I 4.62 2.20 -1.70  0.251
H 1.80 1.96 1.45  0.415
H 3.40 2.22 0.85  0.459
H 3.06 0.02 -1.98  0.276
H 4.14 -0.17 -0.59  0.298
Cl -2.76 1.66 4.30  0.471
C -1.63 0.54 4.00  -0.014
Cl -2.72 -0.70 1.34  -0.421
Cl -1.37 -0.73 4.99  0.479
C -0.79 0.65 2.73  0.680
O 0.00 -0.28 2.40  -0.625
O -0.94 1.62 1.94  -0.644

Computed properties:
Charge   +3
HOMO-LUMO gap   0.161 hartree
Energy relative to the best compared isomer or geometry (same formula, charge and spin)   73.8 kJ/mol
E_tot   -88108.080 eV

# 3
# C16H10Cl5N4O7S2SeTi

C16H10Cl5N4O7S2SeTi as an isolated structure in a non-equilibrium geometry (ωB97M-V with the def2-TZVPD basis set, the OMol25 dataset).

Last column: natural (NBO) charge in e.
Geometry (Å):
Ti 0.66 0.31 0.33  1.422
O -0.05 2.41 3.65  -0.591
C -0.42 1.56 2.89  0.801
O 0.26 1.24 1.79  -0.687
C -1.68 0.78 3.10  -0.161
C -2.37 1.05 4.28  -0.161
C -3.55 0.42 4.59  -0.258
C -4.06 -0.53 3.70  -0.193
C -3.38 -0.81 2.53  -0.233
C -2.18 -0.17 2.20  -0.124
S -1.50 -0.65 0.64  -0.085
H -1.94 1.79 4.95  0.233
H -4.08 0.64 5.52  0.206
H -5.00 -1.03 3.92  0.204
H -3.78 -1.55 1.83  0.215
Cl 1.57 7.26 -1.52  0.034
C 1.09 5.62 -1.24  -0.112
C 1.96 4.73 -0.62  -0.053
Cl 3.51 5.25 -0.09  0.048
C 1.58 3.41 -0.43  -0.140
Cl 2.64 2.27 0.32  0.165
C 0.34 2.93 -0.87  0.383
O 0.01 1.67 -0.73  -0.667
C -0.54 3.85 -1.46  -0.130
Cl -2.08 3.26 -1.94  0.058
C -0.16 5.17 -1.67  -0.062
Cl -1.25 6.25 -2.47  0.042
C 1.70 -5.37 -2.19  -0.666
C 1.02 -4.24 -2.86  0.358
N 0.88 -4.07 -4.12  -0.285
N 0.23 -2.86 -4.21  -0.395
C -0.01 -2.25 -3.04  0.230
S -0.71 -0.76 -2.77  -0.225
N 0.48 -3.17 -2.16  -0.238
N 0.46 -2.98 -0.79  -0.641
H 1.98 -6.11 -2.94  0.239
H 1.05 -5.83 -1.45  0.227
H 2.60 -5.01 -1.69  0.255
H 0.04 -2.45 -5.11  0.416
H 1.28 -3.38 -0.36  0.415
H -0.41 -3.28 -0.39  0.373
O 3.03 -2.71 -0.11  -1.054
Se 2.86 -1.12 0.16  2.746
O 1.89 -0.36 -0.99  -0.959
O 1.76 -0.85 1.42  -0.951
O 4.24 -0.34 0.38  -1.000

Computed properties:
Charge   -1
HOMO-LUMO gap   0.286 hartree
Energy relative to the best compared isomer or geometry (same formula, charge and spin)   92.4 kJ/mol
E_tot   -209795.881 eV

# 4
# C16H10F3N2O4S

An isolated ion of composition C16H10F3N2O4S and charge -1 in a non-equilibrium geometry (ωB97M-V with the def2-TZVPD basis set, the OMol25 dataset).

Last column: natural (NBO) charge in e.
Geometry (Å):
O -1.15 -0.01 -3.11  -0.582
C -0.02 -0.39 -2.84  0.670
C 0.45 -1.21 -1.71  -0.124
C -0.30 -1.24 -0.56  -0.238
C 0.39 -0.95 0.72  -0.301
C -0.02 0.50 1.15  -0.072
C -1.31 0.49 1.94  0.018
C -1.67 -0.78 2.40  -0.200
C -2.62 -0.97 3.41  -0.201
C -3.31 0.13 3.93  -0.217
C -3.04 1.40 3.37  -0.220
C -2.06 1.59 2.39  -0.218
N 0.99 0.73 2.49  0.516
O 1.41 1.88 2.60  -0.385
O 1.14 -0.18 3.33  -0.406
C 1.86 -1.12 0.73  -0.312
C 2.57 -1.25 -0.43  -0.138
C 1.85 -1.19 -1.65  -0.341
C 2.36 -0.39 -2.75  0.629
O 3.51 -0.05 -3.00  -0.633
N 1.20 0.00 -3.47  -0.607
S 1.13 1.77 -3.76  0.343
C 1.27 1.23 -5.61  0.876
F 2.40 0.52 -5.90  -0.319
F 0.22 0.44 -6.00  -0.330
F 1.24 2.34 -6.41  -0.348
H -1.38 -1.35 -0.54  0.206
H -0.01 -1.76 1.33  0.206
H 0.21 1.26 0.41  0.248
H -1.12 -1.64 2.02  0.211
H -2.76 -1.99 3.77  0.208
H -4.04 0.00 4.73  0.209
H -3.60 2.26 3.71  0.207
H -1.84 2.58 1.99  0.219
H 2.36 -1.18 1.70  0.211
H 3.66 -1.44 -0.44  0.214

Computed properties:
Charge   -1
SMILES   O=C1C2=C[C@H]([C@@H](c3ccccc3)[N+](=O)[O-])C=CC2=C([O-])N1SC(F)(F)F
HOMO-LUMO gap   0.211 hartree
Energy relative to the best compared isomer or geometry (same formula, charge and spin)   67.2 kJ/mol
E_tot   -46908.075 eV

# 5
# C16H10FeN2PS2Se2

C16H10FeN2PS2Se2 as an isolated structure (ωB97M-V with the def2-TZVPD basis set, the OMol25 dataset).

Last column: Mulliken spin population.
Geometry (Å):
Fe 0.21 0.13 0.00  3.712
Se -1.09 0.83 2.25  0.046
P -2.58 -0.51 1.44  -0.009
Se -1.95 -1.37 -0.44  0.056
C -2.94 -1.82 2.66  -0.009
C -3.13 -1.48 4.00  0.003
C -3.39 -2.47 4.94  0.000
C -3.45 -3.80 4.55  0.001
C -3.24 -4.14 3.23  0.002
C -2.99 -3.16 2.28  0.003
C -4.15 0.39 1.25  -0.008
C -4.61 1.20 2.29  0.003
C -5.80 1.90 2.15  0.000
C -6.54 1.81 0.98  0.001
C -6.08 1.01 -0.06  0.001
C -4.89 0.30 0.08  0.003
H -3.05 -0.45 4.32  0.005
H -3.54 -2.19 5.98  0.000
H -3.64 -4.57 5.29  0.000
H -3.27 -5.18 2.92  0.000
H -2.82 -3.42 1.25  0.004
H -4.02 1.32 3.19  0.004
H -6.14 2.54 2.96  0.000
H -7.46 2.36 0.87  0.000
H -6.64 0.94 -0.98  0.000
H -4.53 -0.32 -0.73  0.003
S 1.21 -0.53 -1.99  0.095
C 2.69 0.39 -1.94  0.002
C 3.58 0.23 -3.06  -0.012
N 4.27 0.10 -3.97  0.006
C 3.02 1.22 -0.92  -0.001
S 2.02 1.48 0.48  0.098
C 4.27 1.94 -0.96  -0.012
N 5.25 2.53 -0.97  0.005

Computed properties:
Charge   -1
HOMO-LUMO gap (alpha / beta)   0.254 / 0.260 hartree
E_tot   -215778.326 eV
2S+1   5

# 6
# C16H11Br2N7OSe3SnTe

C16H11Br2N7OSe3SnTe as an isolated structure (ωB97M-V with the def2-TZVPD basis set, the OMol25 dataset).

Last column: natural (NBO) charge in e.
Geometry (Å):
Sn 0.13 0.70 -0.91  1.753
N 3.18 -2.08 1.31  -0.336
C 1.95 -1.54 1.32  0.212
N 1.69 -1.04 0.14  -0.492
C 2.82 -1.29 -0.58  0.299
N 3.75 -1.92 0.10  -0.250
C 2.97 -0.85 -1.97  0.124
C 4.12 -1.12 -2.71  0.037
N 4.25 -0.72 -3.96  -0.361
C 3.24 -0.03 -4.48  0.004
C 2.09 0.25 -3.75  0.027
N 1.96 -0.17 -2.50  -0.398
H 3.69 -2.51 2.06  0.423
H 1.31 -1.52 2.19  0.222
H 4.94 -1.67 -2.26  0.216
H 3.34 0.31 -5.50  0.206
H 1.27 0.82 -4.17  0.235
Br -4.53 -3.38 2.77  0.104
C -3.17 -2.34 1.99  -0.031
C -2.23 -2.93 1.17  -0.281
C -1.26 -2.12 0.62  0.066
N -1.18 -0.81 0.85  -0.470
C -2.08 -0.25 1.66  0.195
C -3.10 -0.98 2.25  -0.259
C -1.92 1.22 1.86  0.187
C -2.55 1.92 2.88  -0.266
C -2.26 3.27 3.00  -0.033
Br -3.09 4.28 4.36  0.093
C -1.35 3.87 2.15  -0.275
C -0.78 3.08 1.16  0.119
N -1.08 1.80 1.02  -0.449
H -2.26 -3.99 0.94  0.244
H -0.50 -2.53 -0.04  0.233
H -3.85 -0.52 2.88  0.237
H -3.23 1.45 3.58  0.232
H -1.09 4.91 2.24  0.243
H -0.03 3.46 0.47  0.265
Se -1.37 -1.13 -1.92  -0.325
Se -1.73 -0.33 -4.07  -0.159
Te -2.81 1.87 -3.50  0.219
Se -0.77 2.77 -2.40  -0.522
O 1.51 1.77 -0.26  -1.287

Computed properties:
HOMO-LUMO gap   0.231 hartree
Energy relative to the best compared isomer or geometry (same formula, charge and spin)   0.0 kJ/mol
E_tot   -378497.844 eV

# 7
# C16H11Cl4O5S

A 2-piece molecular cluster, C16H11Cl4O5S overall in a non-equilibrium geometry (ωB97M-V with the def2-TZVPD basis set, the OMol25 dataset).

Last column: natural (NBO) charge in e.
Geometry (Å):
Cl -3.24 4.86 2.09  0.058
C -2.45 3.37 1.82  -0.054
C -3.16 2.19 1.74  -0.165
Cl -4.85 2.18 1.85  0.067
C -2.54 0.89 1.53  0.501
O -3.19 -0.16 1.50  -0.474
C -1.01 0.87 1.50  0.403
O -0.38 -0.16 1.75  -0.475
C -0.35 2.17 1.45  -0.094
Cl 1.33 2.13 1.15  0.077
C -1.00 3.35 1.74  -0.111
Cl -0.11 4.76 2.08  0.060
C 1.44 2.66 -3.43  -0.616
C 0.45 2.52 -2.30  -0.071
O 0.39 1.10 -2.02  -0.551
C -0.65 0.57 -1.29  0.726
C -0.15 -0.72 -0.84  -0.814
S -1.10 -1.92 -0.14  1.292
C 0.31 -2.98 0.37  -0.199
C 1.06 -2.63 1.50  -0.219
C 2.22 -3.36 1.84  -0.223
C 2.60 -4.45 1.06  -0.243
C 1.84 -4.80 -0.07  -0.212
C 0.68 -4.08 -0.40  -0.234
O -1.95 -2.73 -1.04  -1.020
O -1.71 1.16 -1.09  -0.687
H 1.65 3.70 -3.65  0.196
H 2.37 2.15 -3.19  0.210
H 1.07 2.19 -4.33  0.206
H 0.81 3.06 -1.43  0.168
H -0.53 2.91 -2.61  0.188
H 0.84 -1.04 -1.26  0.223
H 0.77 -1.75 2.07  0.251
H 2.80 -3.03 2.70  0.202
H 3.48 -5.03 1.34  0.198
H 2.17 -5.63 -0.69  0.199
H 0.10 -4.34 -1.28  0.237

Computed properties:
Charge   -1
HOMO-LUMO gap   0.177 hartree
E_tot   -87931.441 eV

# 8
# C16H11Cl5CoN2O4Se

C16H11Cl5CoN2O4Se as an isolated structure (ωB97M-V with the def2-TZVPD basis set, the OMol25 dataset).

Last column: natural (NBO) charge in e.
Geometry (Å):
Co -1.22 0.21 -1.26  1.058
N -2.05 3.44 -2.49  -0.674
C -1.39 2.92 -3.67  -0.358
C -1.16 1.44 -4.01  0.633
O -0.83 1.25 -5.18  -0.672
N -1.36 0.44 -3.13  -0.685
C -1.22 -0.87 -3.77  -0.357
C -1.43 -1.97 -2.77  0.772
O -1.55 -3.13 -3.07  -0.630
O -1.47 -1.55 -1.51  -0.665
H -0.20 2.14 1.30  0.205
H -0.22 3.17 -0.85  0.196
H -0.43 3.42 -3.88  0.187
H -2.06 3.23 -4.47  0.238
H -0.23 -0.99 -4.23  0.230
H -1.94 -0.99 -4.58  0.226
Cl 1.02 0.90 5.79  0.017
C 0.22 0.65 4.28  -0.142
C 0.30 1.59 3.27  -0.020
Cl 1.18 3.07 3.50  -0.002
C -0.28 1.37 2.03  -0.340
Cl -1.45 2.73 -1.12  0.486
C -0.97 0.19 1.73  0.452
O -1.49 -0.12 0.58  -0.795
C -1.10 -0.74 2.80  -0.159
Cl -1.99 -2.18 2.49  0.041
C -0.51 -0.52 4.03  -0.055
Cl -0.62 -1.72 5.27  0.029
Se 1.05 0.29 -1.47  -0.005
C 1.62 -0.74 0.04  -0.224
C 1.20 -2.06 0.20  -0.165
C 1.63 -2.79 1.30  -0.226
C 2.51 -2.23 2.22  -0.224
C 2.94 -0.93 2.05  -0.211
C 2.50 -0.18 0.97  -0.244
H 0.49 -2.48 -0.50  0.239
H 1.27 -3.81 1.43  0.213
H 2.83 -2.81 3.08  0.208
H 3.61 -0.48 2.78  0.209
H 2.81 0.85 0.86  0.216

Computed properties:
Charge   -1
HOMO-LUMO gap (alpha / beta)   0.265 / 0.264 hartree
Energy relative to the best compared isomer or geometry (same formula, charge and spin)   523.6 kJ/mol
E_tot   -193525.386 eV